(1)
# C16H42B3BrN4O7

A cluster of 3 separate species, C16H42B3BrN4O7 in total (ωB97M-V with the def2-TZVPD basis set, the OMol25 dataset).

Each line ends with the Löwdin charge.
Element x y z (Å)
C1 0.992 0.002 4.958  -0.10
C2 1.990 0.470 3.892  -0.23
C3 2.236 1.989 3.788  -0.19
C4 1.136 2.909 4.304  -0.22
N1 -0.039 2.904 3.398  0.13
B1 -1.174 2.109 3.821  -0.65
O1 -1.785 2.253 5.058  0.30
B2 -3.168 2.174 5.122  -0.65
N2 -3.954 2.940 6.037  0.21
O2 -3.779 1.292 4.230  0.24
B3 -3.117 0.960 3.079  -1.05
Br1 -4.064 0.205 1.606  0.84
O3 -1.767 1.182 2.963  0.22
H1 1.232 -1.008 5.294  0.08
H2 -0.034 -0.039 4.579  0.06
H3 0.996 0.640 5.844  0.08
H4 2.949 -0.015 4.086  0.10
H5 1.669 0.098 2.916  0.09
H6 2.372 2.244 2.734  0.11
H7 3.169 2.250 4.296  0.11
H8 1.532 3.924 4.353  0.12
H9 0.844 2.649 5.327  0.10
H10 -0.350 3.862 3.284  0.12
H11 -4.506 3.688 5.640  0.09
H12 -3.392 3.337 6.780  0.08
C5 -0.131 -1.060 -0.551  -0.10
O4 0.440 -1.695 0.577  -0.19
C6 -0.393 -1.697 1.729  -0.21
C7 -0.821 -3.104 2.085  -0.21
N3 -1.720 -3.640 1.077  -0.05
C8 -2.044 -5.051 1.222  -0.20
C9 -0.906 -6.060 1.098  -0.23
O5 -0.349 -6.145 -0.201  -0.18
C10 0.676 -5.216 -0.490  -0.10
H13 0.631 -1.004 -1.323  0.07
H14 -0.990 -1.613 -0.949  0.09
H15 -0.465 -0.046 -0.306  0.09
H16 -1.267 -1.063 1.564  0.09
H17 0.179 -1.278 2.561  0.09
H18 -1.342 -3.081 3.049  0.13
H19 0.090 -3.705 2.222  0.11
H20 -1.323 -3.476 0.161  0.08
H21 -2.793 -5.302 0.467  0.12
H22 -2.518 -5.196 2.199  0.12
H23 -1.316 -7.050 1.313  0.12
H24 -0.113 -5.869 1.831  0.11
H25 1.262 -4.975 0.403  0.09
H26 0.294 -4.279 -0.905  0.07
H27 1.334 -5.675 -1.228  0.09
C11 -0.537 4.284 -5.648  -0.12
O6 -0.072 3.269 -6.511  -0.20
C12 1.321 3.320 -6.791  -0.22
C13 2.035 2.124 -6.198  -0.22
N4 2.027 2.184 -4.747  -0.05
C14 2.541 0.998 -4.075  -0.20
C15 1.795 -0.317 -4.276  -0.22
O7 0.503 -0.341 -3.696  -0.20
C16 -0.542 0.185 -4.490  -0.09
H28 -1.623 4.209 -5.622  0.09
H29 -0.149 4.180 -4.629  0.08
H30 -0.262 5.279 -6.015  0.09
H31 1.752 4.248 -6.401  0.12
H32 1.448 3.311 -7.877  0.12
H33 3.073 2.129 -6.547  0.12
H34 1.560 1.218 -6.602  0.11
H35 1.084 2.368 -4.429  0.07
H36 2.565 1.206 -3.003  0.12
H37 3.579 0.848 -4.392  0.12
H38 2.365 -1.099 -3.769  0.12
H39 1.732 -0.597 -5.335  0.11
H40 -0.354 0.025 -5.556  0.09
H41 -0.696 1.255 -4.327  0.07
H42 -1.457 -0.337 -4.212  0.09

- Molar mass: 514.87 g/mol
- SMILES string: CCCCNB1OB(N)OB(Br)O1.COCCNCCOC.COCCNCCOC
- HOMO level: -8.4 eV
- LUMO energy: 0.17 eV
- Net charge: 0

---

(2)
# C16H42F6O13S9Zn2

A structure of composition C16H42F6O13S9Zn2 in a non-equilibrium geometry (ωB97M-V with the def2-TZVPD basis set, the OMol25 dataset).

Each line ends with the Löwdin charge.
Element x y z (Å)
Zn1 0.583 -3.101 1.834  0.82
Zn2 -0.623 1.856 2.403  0.59
C1 0.418 -0.035 -1.329  -0.69
F1 1.571 -0.059 -0.840  0.18
F2 0.096 1.187 -1.748  0.15
F3 0.506 -0.947 -2.300  0.13
S1 -0.826 -0.673 0.013  0.58
O1 -0.983 0.419 0.997  -0.36
O2 -2.063 -1.064 -0.589  -0.26
O3 -0.118 -1.755 0.664  -0.35
C2 2.421 -0.322 5.079  -0.51
F4 3.330 0.209 4.187  0.08
F5 3.008 -1.535 5.349  0.09
F6 2.287 0.452 6.194  0.13
S2 0.685 -0.623 4.251  0.60
O4 -0.224 -1.042 5.286  -0.27
O5 0.223 0.624 3.597  -0.42
O6 0.949 -1.560 3.127  -0.38
C3 -1.203 -4.275 5.138  -0.25
S3 -2.150 -3.594 3.780  0.98
O7 -1.201 -3.309 2.612  -0.59
C4 -3.310 -5.042 3.379  -0.18
H1 -0.638 -5.144 4.803  0.06
H2 -1.952 -4.700 5.806  0.06
H3 -0.466 -3.698 5.695  0.06
H4 -4.305 -4.763 3.728  0.06
H5 -2.912 -6.021 3.649  0.05
H6 -3.434 -5.269 2.320  0.06
C5 -3.045 5.462 1.759  -0.20
S4 -1.940 4.543 0.532  0.88
O8 -1.371 3.296 1.139  -0.67
C6 -3.184 3.895 -0.659  -0.21
H7 -3.082 6.511 1.467  0.05
H8 -2.571 5.455 2.740  0.05
H9 -4.012 4.963 1.823  0.05
H10 -3.109 4.047 -1.735  0.04
H11 -4.185 4.136 -0.300  0.05
H12 -3.010 2.837 -0.463  0.04
C7 -7.300 -1.374 1.521  -0.24
S5 -5.658 -2.267 1.194  0.84
O9 -6.033 -3.784 1.207  -0.62
C8 -5.541 -1.972 -0.642  -0.24
H13 -8.079 -1.870 0.941  0.05
H14 -7.114 -0.346 1.211  0.04
H15 -7.722 -1.352 2.526  0.04
H16 -5.408 -0.919 -0.890  0.05
H17 -6.430 -2.400 -1.106  0.06
H18 -4.613 -2.522 -0.797  0.03
C9 -1.599 3.154 -4.691  -0.23
S6 -0.543 4.695 -4.723  0.85
O10 -0.922 5.655 -3.579  -0.59
C10 1.058 3.960 -4.253  -0.27
H19 -1.488 2.569 -5.604  0.05
H20 -2.625 3.495 -4.554  0.05
H21 -1.313 2.622 -3.784  0.03
H22 0.925 3.422 -3.314  0.02
H23 1.939 4.532 -3.963  0.06
H24 1.243 3.299 -5.100  0.04
C11 2.384 -0.480 -4.993  -0.26
S7 3.172 -2.128 -5.380  0.83
O11 2.601 -2.718 -6.668  -0.55
C12 4.851 -1.420 -5.592  -0.27
H25 2.832 0.334 -5.564  0.04
H26 2.597 -0.259 -3.947  0.02
H27 1.301 -0.381 -5.058  0.05
H28 4.882 -1.176 -6.654  0.06
H29 5.615 -2.128 -5.272  0.04
H30 5.092 -0.527 -5.015  0.05
C13 4.142 -2.791 -0.900  -0.24
S8 3.762 -2.188 0.742  0.94
O12 2.413 -2.799 1.086  -0.56
C14 5.179 -2.939 1.630  -0.21
H31 4.023 -3.870 -0.996  0.07
H32 5.108 -2.455 -1.277  0.07
H33 3.420 -2.442 -1.638  0.04
H34 6.006 -2.233 1.700  0.07
H35 5.427 -3.984 1.444  0.07
H36 4.639 -3.102 2.563  0.05
C15 2.032 4.001 0.013  -0.24
S9 2.360 3.013 1.494  0.93
O13 1.206 2.019 1.410  -0.61
C16 3.803 2.171 0.806  -0.25
H37 1.545 3.321 -0.685  0.04
H38 2.893 4.493 -0.440  0.06
H39 1.281 4.784 0.113  0.05
H40 4.267 1.429 1.455  0.04
H41 4.671 2.829 0.763  0.06
H42 3.558 1.669 -0.130  0.05

- Molar mass: 975.87 g/mol
- HOMO level (alpha / beta): -6.4 / -10.6 eV
- LUMO energy (alpha / beta): -3.28 / -3.29 eV
- ⟨S²⟩: 0.751
- Net charge: +1
- 2S+1: 2